# 1
Density functional theory data (wB97M-V/def2-TZVPD) for a structure of composition C43H66N3O8RbS at a distorted geometry.

Relative energy (zero: lowest compared OMol25 entry of this formula, charge and spin) = 52.16 kJ/mol
Kohn-Sham gap = 3.62 eV
Highest occupied orbital energy = -0.8 eV
Charge = -2

Atoms and positions in Å:
H 4.43 18.04 11.40
H 13.74 14.08 12.20
H 9.49 12.98 22.13
H 13.64 18.74 8.12
C 9.99 19.55 17.36
H 7.60 15.04 10.88
H 13.70 12.05 16.76
H 9.92 19.02 20.70
H 6.68 17.56 9.18
C 11.89 19.71 18.99
H 5.95 14.45 11.11
C 11.15 16.40 13.13
C 9.64 9.91 16.92
C 13.36 18.09 8.95
H 4.48 17.52 16.30
C 6.55 15.29 10.70
H 13.08 14.35 13.81
H 9.72 14.48 23.03
H 7.15 14.07 16.52
C 10.45 13.40 13.12
H 11.49 19.30 11.33
C 11.23 17.78 12.81
H 8.87 9.13 16.96
H 11.97 16.02 7.89
H 4.36 16.41 17.73
C 8.11 17.98 14.28
C 6.71 16.92 12.61
H 10.94 20.63 15.79
C 11.53 17.36 10.43
C 4.59 14.69 15.63
C 7.65 17.84 12.97
C 10.88 19.58 16.15
C 10.99 9.56 16.98
Rb 11.11 15.87 17.70
H 8.68 18.61 19.51
H 10.05 19.15 9.26
H 4.10 14.15 16.48
C 9.29 11.22 16.82
H 3.80 15.26 15.05
C 11.56 13.15 10.96
C 11.81 17.89 9.02
C 4.67 16.98 11.11
O 10.82 15.00 20.41
O 12.62 8.01 17.32
H 11.57 12.08 11.28
C 11.64 11.91 16.78
H 6.77 18.78 10.46
O 8.04 17.23 16.47
H 10.71 13.01 23.37
H 12.00 20.77 18.65
H 12.08 19.70 20.08
H 11.94 19.28 16.36
H 12.30 14.84 23.61
H 4.08 16.28 11.73
H 13.28 15.48 22.30
H 12.35 18.62 14.46
H 14.30 17.13 17.02
H 11.39 19.73 13.44
H 13.06 12.66 13.04
O 13.76 16.74 17.74
O 9.89 13.48 16.89
H 11.05 19.48 7.80
C 6.22 16.73 11.17
O 12.96 13.97 16.71
H 13.74 18.60 9.87
H 10.69 13.31 10.28
H 9.18 18.87 17.11
H 12.68 19.10 18.54
C 9.04 19.16 14.58
H 9.06 19.69 13.62
C 6.61 14.88 17.05
N 10.40 18.74 15.01
O 10.50 7.36 17.24
H 9.16 20.29 19.76
C 5.02 16.83 16.94
C 11.08 19.21 8.86
C 11.44 18.20 11.51
H 9.45 13.54 12.61
H 13.87 17.12 8.85
C 12.26 15.27 22.59
H 8.25 11.50 16.85
C 12.93 13.77 12.89
H 4.31 16.86 10.04
H 8.58 19.80 15.33
H 8.05 17.49 10.28
H 13.89 15.76 17.63
H 12.94 10.13 16.97
H 6.07 14.41 17.92
H 11.60 20.05 9.38
C 11.37 15.49 12.00
O 11.01 15.96 14.30
C 6.10 16.16 13.64
H 11.24 17.36 6.94
C 11.93 10.53 16.95
C 5.67 15.69 16.11
C 7.58 17.17 15.30
C 11.34 16.91 7.95
N 11.40 8.21 17.22
H 6.39 15.30 9.60
C 6.95 17.72 10.23
C 11.38 18.77 13.93
H 10.30 16.56 8.16
C 10.26 13.62 22.59
C 9.55 19.26 19.71
H 12.47 13.30 10.34
H 8.13 18.42 12.18
H 7.30 15.61 17.45
C 12.82 12.75 16.73
H 5.80 17.42 17.46
S 11.53 14.13 21.42
C 10.23 12.27 16.80
C 11.57 16.00 10.74
H 11.64 16.17 22.37
H 11.72 15.25 9.94
N 10.58 19.12 18.67
C 6.45 16.29 14.95
H 10.62 12.32 13.27
H 5.32 15.43 13.35
H 5.04 13.92 14.95
H 10.45 13.91 14.08
H 9.53 20.54 17.50
C 11.57 14.00 12.26


# 2
Density functional theory data (wB97M-V/def2-TZVPD) for a structure of composition C43H67AuN3O2 at a distorted geometry.

Kohn-Sham gap (alpha / beta) = 4.68 / 3.42 eV
Highest occupied orbital energy (alpha / beta) = -8.6 / -8.1 eV
Charge = +1

Atoms and positions in Å:
H -1.08 0.76 3.40
C 0.91 0.56 -5.90
C 0.59 1.22 -2.12
H -3.65 -1.19 0.90
H -1.97 -2.35 2.10
C -0.94 4.91 -3.86
H 7.53 -0.57 1.58
C -1.43 -4.23 -1.69
C -2.63 -4.11 -2.39
H 3.37 -3.98 2.14
C -2.72 -1.77 -1.74
H -4.23 -2.80 -2.90
C -1.67 -1.45 2.65
H 1.85 -2.40 -1.03
C 0.33 2.36 -1.32
H -3.72 0.59 0.94
H 4.86 -4.54 -0.48
H 2.90 -4.96 0.75
C -1.69 0.99 2.53
H -2.70 6.16 -3.61
H 3.76 2.11 2.12
C 1.26 1.14 2.15
C -3.27 -2.88 -2.40
H -4.95 0.76 -4.67
H -0.76 -1.03 -4.47
C -1.15 4.81 -5.37
H 1.82 -3.68 1.35
H -0.60 -1.48 2.80
H 5.98 2.24 -0.40
N -2.03 -0.27 1.84
N 0.26 1.39 1.06
C 3.72 1.09 1.76
H 1.02 5.84 -4.01
C -0.89 -3.14 -1.03
C 6.48 1.54 2.96
H -2.21 5.35 -2.12
H -2.19 -1.43 3.61
H 5.70 2.20 3.35
C 2.86 -3.95 1.18
C -0.38 3.62 -3.26
C 0.52 1.34 -3.52
H -0.34 6.99 -4.02
C 2.54 0.00 -4.12
H -3.25 -0.73 -3.83
C 3.61 -1.57 0.80
H 3.09 0.92 -4.31
H 0.74 -1.89 -4.79
C 0.03 2.54 -4.04
C 6.23 1.18 1.49
H -2.59 1.44 -4.47
H 7.30 0.06 -0.06
H -0.04 2.63 -5.11
C 2.51 0.46 1.69
H 7.44 2.06 3.06
C 2.81 -2.91 -1.13
H 5.50 -2.93 -0.80
H -1.60 5.73 -5.73
C -2.29 5.23 -3.21
H -4.53 -0.62 -1.48
N -3.58 0.03 -3.24
C 4.96 -3.53 -0.07
C 6.18 2.47 0.65
H -5.59 -0.51 -3.58
H -3.02 0.29 -1.23
H -4.06 -0.35 2.41
H 1.92 2.00 -0.01
O 1.26 -1.46 1.25
H 0.17 6.22 -2.51
C -3.45 -0.31 1.50
H 8.33 0.91 1.08
H 2.69 -0.29 -3.08
H 1.46 1.46 -6.17
H -1.61 2.26 0.79
C 0.04 6.06 -3.58
Au -0.56 -0.39 -0.02
H 0.89 3.34 0.51
H -0.92 -5.19 -1.66
H 0.03 -3.27 -0.49
C 2.41 -0.90 1.23
H -3.06 -4.95 -2.90
H 1.51 2.10 2.60
H -1.68 0.90 -3.03
H -0.73 2.89 2.19
C 3.56 -2.97 0.21
H -1.82 3.98 -5.63
H -0.21 4.66 -5.90
H 3.40 -2.36 -1.86
H -2.60 1.47 2.92
C -3.50 -0.49 -1.81
C 1.04 0.21 -4.42
H -3.02 4.43 -3.40
C -2.65 1.19 -3.42
C -1.51 -1.89 -1.05
H 1.31 -0.26 -6.50
C -4.97 0.38 -3.65
C 4.80 -0.87 0.90
C -0.97 1.98 1.63
H 5.40 3.15 1.00
H 2.65 -3.92 -1.51
H 0.78 0.53 2.91
C 0.29 -1.11 -4.18
O 0.95 0.10 -1.51
H 2.94 -0.78 -4.77
H 0.35 -1.41 -3.13
C -0.18 3.51 -1.88
H -5.34 1.15 -2.97
H -0.37 4.37 -1.24
C 0.88 2.33 0.08
C 4.91 0.44 1.38
H -0.13 0.70 -6.21
C 7.41 0.34 0.99
H 5.56 -3.60 0.84
H 5.71 -1.37 0.60
H 7.13 2.99 0.71
H -3.04 2.03 -2.85
H 6.51 0.65 3.58


# 3
Density functional theory data (wB97M-V/def2-TZVPD) for a cluster of 4 separate species, C43H67Cl2F6N4O17P3S in total at a distorted geometry.

Kohn-Sham gap = 5.74 eV
Highest occupied orbital energy = -8.4 eV
Charge = 0
SMILES = C[C@@H](Cl)[C@H](Cl)c1c(CCCNCc2ccccc2O)cc2nc(C(=O)NC(=O)F)cnc2c1S(=O)(=O)C(F)(F)C(F)(F)F.CCOP(=O)(OCC)OCC.CCOP(=O)(OCC)OCC.CCOP(=O)(OCC)OCC

Atoms and positions in Å:
H 8.61 5.17 1.81
C 6.31 9.41 3.18
N 0.07 -4.75 4.21
H -7.12 0.28 -1.00
H 6.05 11.54 3.48
H 1.10 -6.53 3.34
H -7.84 -2.60 -1.79
H 8.03 -1.81 -2.90
P 6.11 8.23 0.79
H -3.86 -5.28 0.99
H 6.21 2.26 -0.70
Cl 3.86 -8.93 3.74
C 3.66 -9.15 0.95
H 4.39 -4.31 4.52
S 7.69 -6.85 -0.72
O -1.41 -1.93 5.17
O 4.60 8.45 0.16
H -7.69 4.91 -3.94
O -5.49 -3.16 0.04
P -10.15 3.86 -3.31
H -6.45 -1.70 -2.38
C 4.48 8.50 -1.25
C -6.86 2.91 -3.68
C -0.80 -1.46 3.91
H 6.13 -8.32 1.36
O -11.39 3.65 -4.50
H -8.56 -0.59 -0.45
F 5.76 -8.83 -1.39
O -10.53 2.32 -2.85
C -0.44 -4.18 2.91
C 5.85 -2.74 0.48
H -1.61 -4.41 2.86
N 7.06 1.70 -0.99
O 8.43 -7.82 0.29
H -2.24 -2.44 4.86
H 4.16 6.36 -1.42
H 2.36 -3.48 3.66
C -4.46 0.02 1.98
C 6.54 0.49 -1.72
C -7.73 3.93 -4.42
C -11.07 5.90 -5.41
H -0.68 -5.32 4.69
O 6.53 9.71 0.65
H 4.55 7.17 -2.96
H 6.34 4.65 0.95
F 5.04 -5.82 -2.54
F 7.00 -6.10 -3.89
H 0.12 2.03 2.17
C -7.52 -0.71 -0.77
O 5.97 0.59 -2.96
H 1.02 0.22 0.24
Cl 6.44 -7.68 3.72
H -7.33 4.06 -5.43
H 4.61 -9.83 0.73
O -9.05 4.05 -2.24
C 6.55 -1.07 -1.11
H 5.81 6.87 -1.77
C 5.75 -5.96 1.48
C -0.66 0.20 3.71
H -10.33 6.19 -4.66
O 5.65 6.57 0.94
C 6.68 -3.91 -0.31
C -4.65 -4.09 -0.64
C -3.50 -4.56 0.25
C 5.59 -7.50 2.04
O -9.08 3.48 -4.53
H 8.25 6.91 1.78
H 5.10 10.91 2.11
C 4.97 -3.22 1.82
H -10.98 2.71 -0.87
O 8.89 -6.26 -1.57
H -5.24 2.02 2.20
H -13.18 2.16 -2.95
H 7.18 5.74 -0.16
H 4.09 -6.13 4.13
H -5.25 -4.95 -0.93
C -11.39 2.17 -1.73
C 6.68 -5.51 0.17
H 0.83 -2.53 0.54
H -11.61 6.80 -5.72
O -3.62 -1.77 -0.35
C 4.01 -5.06 3.67
H -13.48 2.39 -1.21
H -6.48 0.74 2.24
F 7.28 3.93 -2.32
H -7.35 2.49 -2.79
H 0.04 -4.70 1.95
C 1.32 -5.59 4.03
H 2.30 -4.68 2.18
C -7.47 -1.59 -2.01
H -3.03 -3.75 0.81
C 2.46 -4.63 3.34
H -6.64 2.06 -4.33
F 5.16 -7.61 -4.13
C -12.80 2.63 -2.04
C 4.01 -8.03 2.09
H -4.20 -0.04 3.05
O -4.89 -1.28 1.59
H 3.46 8.80 -1.49
C -12.04 4.86 -4.86
H -5.73 1.21 0.71
H 1.74 -6.04 5.05
H -1.07 0.92 4.54
C 6.74 5.66 0.84
O -6.79 -1.27 0.32
C 4.76 7.15 -1.89
C 6.66 -7.82 -2.00
H -11.41 1.10 -1.47
N 5.74 -1.28 0.14
H -12.56 5.26 -3.98
H -12.83 3.71 -2.19
C 5.47 10.68 3.12
C 5.94 -6.84 -3.11
C 7.81 5.91 1.89
H -2.72 -5.05 -0.35
O 5.71 8.36 2.41
H 4.58 10.58 3.75
H 3.24 -7.15 1.98
H 5.16 9.26 -1.66
C 0.41 -1.88 1.42
N 7.49 -3.58 -1.53
C 7.43 -2.15 -1.95
C -0.28 -2.55 2.77
H -3.55 0.29 1.44
H -5.91 3.36 -3.37
H 7.34 9.59 2.85
C 7.77 2.54 -2.08
H 2.71 -9.79 1.27
C 0.55 -0.23 1.22
O 8.75 1.94 -2.78
H -10.52 5.50 -6.27
H -8.07 -1.16 -2.81
C -5.54 1.06 1.77
C 0.01 0.87 2.34
C 4.91 -4.79 2.33
P -5.12 -1.53 -0.03
F 7.69 -8.62 -2.77
H 6.37 9.07 4.21
H -4.28 -3.65 -1.58
H 7.37 5.87 2.90
H 4.37 -2.39 2.43
H -12.79 4.62 -5.62
H 3.41 -8.60 -0.08